Record 1
Molecular formula: C36H46Cl5N2O4SeZr
Method: DFT, the ωB97M-V functional and the def2-TZVPD basis

## Properties
charge: +1
HOMO: -11.06 eV
largest force on an atom: 0.63 eV/Å
ΔE to the lowest compared entry with this formula, charge and spin: 0.092 eV
energy: -6559.2902 Ha
orbital gap: 8.06 eV

```
95
C36H46Cl5N2O4SeZr | the Open Molecules 2025 dataset | the ωB97M-V functional and the def2-TZVPD basis
Zr 2.314 -0.674 -0.976
C -1.958 1.446 4.912
C -2.084 -0.037 4.568
C -1.846 -0.854 5.844
C -3.505 -0.296 4.048
C -1.081 -0.460 3.497
C -0.197 0.429 2.899
C 0.660 -0.018 1.908
Se 1.825 1.217 1.017
C 0.585 2.006 -0.238
C -0.495 2.735 0.204
C -1.411 3.252 -0.714
C -1.161 3.019 -2.058
C -0.067 2.292 -2.553
C 0.823 1.786 -1.605
O 1.879 0.994 -1.934
C 0.040 2.114 -4.076
C 1.219 1.260 -4.554
C -1.241 1.441 -4.595
C 0.183 3.504 -4.715
C -2.623 4.029 -0.206
C -3.449 3.118 0.713
C -2.144 5.253 0.586
C -3.520 4.508 -1.346
C 0.707 -1.360 1.511
O 1.562 -1.697 0.519
C -0.157 -2.289 2.110
C -1.030 -1.785 3.076
C -0.244 -3.792 1.795
C -1.622 -4.078 1.179
C 0.817 -4.334 0.832
C -0.101 -4.580 3.106
H -2.687 1.702 5.682
H -2.158 2.085 4.049
H -0.969 1.693 5.303
H -2.553 -0.553 6.619
H -0.836 -0.699 6.226
H -1.981 -1.923 5.673
H -4.241 -0.006 4.800
H -3.663 -1.350 3.819
H -3.699 0.281 3.141
H -0.171 1.466 3.199
H -0.640 2.895 1.264
H -1.852 3.423 -2.783
H 1.153 0.231 -4.190
H 2.183 1.661 -4.248
H 1.190 1.226 -5.644
H -1.346 0.433 -4.179
H -1.194 1.340 -5.681
H -2.143 1.999 -4.352
H 1.086 4.001 -4.360
H -0.667 4.147 -4.490
H 0.252 3.410 -5.801
H -2.873 2.784 1.579
H -3.796 2.231 0.178
H -4.324 3.653 1.085
H -1.535 4.966 1.444
H -3.001 5.814 0.962
H -1.550 5.918 -0.041
H -3.910 3.674 -1.934
H -2.995 5.189 -2.018
H -4.374 5.048 -0.935
H -1.713 -2.486 3.540
H -1.748 -3.536 0.236
H -2.438 -3.787 1.840
H -1.724 -5.144 0.966
H 0.716 -3.914 -0.169
H 0.683 -5.415 0.757
H 1.831 -4.139 1.178
H -0.877 -4.332 3.830
H 0.867 -4.388 3.570
H -0.173 -5.650 2.902
C 1.711 -4.346 -4.050
O 0.518 -3.631 -3.623
C 0.690 -2.658 -2.775
O 1.812 -2.276 -2.393
N -0.443 -2.081 -2.354
N -0.332 -0.980 -1.497
H 1.346 -5.087 -4.751
H 2.174 -4.817 -3.188
H 2.397 -3.654 -4.530
H -1.337 -2.410 -2.690
H -0.781 -1.187 -0.606
H -0.764 -0.159 -1.918
Cl 4.241 -0.888 2.298
C 5.173 -0.839 0.832
C 4.504 -0.786 -0.382
C 5.300 -0.746 -1.508
Cl 4.437 -0.696 -3.056
C 6.688 -0.754 -1.507
Cl 7.586 -0.701 -2.963
C 7.321 -0.808 -0.263
Cl 9.030 -0.824 -0.190
C 6.562 -0.852 0.914
Cl 7.359 -0.922 2.431
```

Charge distribution, Löwdin scheme, values in e: atom 1 (Zr): 1.650, atom 2 (C): -0.058, atom 3 (C): -0.554, atom 4 (C): -0.037, atom 5 (C): -0.036, atom 6 (C): -0.150, atom 7 (C): -0.045, atom 8 (C): -0.402, atom 9 (Se): 1.187, atom 10 (C): -0.387, atom 11 (C): -0.044, atom 12 (C): -0.150, atom 13 (C): 0.034, atom 14 (C): -0.100, atom 15 (C): -0.356, atom 16 (O): -0.365, atom 17 (C): -0.528, atom 18 (C): -0.056, atom 19 (C): -0.038, atom 20 (C): -0.032, atom 21 (C): -0.555, atom 22 (C): -0.041, atom 23 (C): -0.036, atom 24 (C): -0.059, atom 25 (C): -0.350, atom 26 (O): -0.363, atom 27 (C): -0.079, atom 28 (C): 0.026, atom 29 (C): -0.526, atom 30 (C): -0.035, atom 31 (C): -0.049, atom 32 (C): -0.036, atom 33 (H): 0.092, atom 34 (H): 0.074, atom 35 (H): 0.092, atom 36 (H): 0.091, atom 37 (H): 0.095, atom 38 (H): 0.079, atom 39 (H): 0.091, atom 40 (H): 0.080, atom 41 (H): 0.084, atom 42 (H): 0.099, atom 43 (H): 0.104, atom 44 (H): 0.098, atom 45 (H): 0.067, atom 46 (H): 0.086, atom 47 (H): 0.093, atom 48 (H): 0.073, atom 49 (H): 0.093, atom 50 (H): 0.081, atom 51 (H): 0.098, atom 52 (H): 0.082, atom 53 (H): 0.092, atom 54 (H): 0.063, atom 55 (H): 0.091, atom 56 (H): 0.092, atom 57 (H): 0.079, atom 58 (H): 0.091, atom 59 (H): 0.095, atom 60 (H): 0.088, atom 61 (H): 0.091, atom 62 (H): 0.091, atom 63 (H): 0.106, atom 64 (H): 0.074, atom 65 (H): 0.083, atom 66 (H): 0.092, atom 67 (H): 0.061, atom 68 (H): 0.092, atom 69 (H): 0.094, atom 70 (H): 0.077, atom 71 (H): 0.099, atom 72 (H): 0.091, atom 73 (C): 0.027, atom 74 (O): 0.033, atom 75 (C): -0.550, atom 76 (O): -0.102, atom 77 (N): 0.073, atom 78 (N): 0.081, atom 79 (H): 0.105, atom 80 (H): 0.106, atom 81 (H): 0.102, atom 82 (H): 0.177, atom 83 (H): 0.114, atom 84 (H): 0.105, atom 85 (Cl): 0.706, atom 86 (C): -0.684, atom 87 (C): -0.318, atom 88 (C): -0.664, atom 89 (Cl): 0.704, atom 90 (C): -0.710, atom 91 (Cl): 0.718, atom 92 (C): -0.691, atom 93 (Cl): 0.728, atom 94 (C): -0.698, atom 95 (Cl): 0.714



Record 2
Molecular formula: C36H46CuN4O4
Method: DFT, the ωB97M-V functional and the def2-TZVPD basis

## Properties
charge: 0
HOMO (alpha / beta): -8.06 / -8.07 eV
largest force on an atom: 0.21 eV/Å
ΔE to the lowest compared entry with this formula, charge and spin: 0.026 eV
energy: -3559.9550 Ha
spin multiplicity: 2
expectation value of S²: 0.754
orbital gap (alpha / beta): 7.91 / 7.03 eV

```
91
C36H46CuN4O4 | the Open Molecules 2025 dataset | the ωB97M-V functional and the def2-TZVPD basis
Cu 0.185 -0.148 -0.081
C 2.231 2.628 2.330
C 1.591 3.843 1.657
C 0.230 4.172 2.267
C 1.633 3.684 0.144
C 2.508 4.516 -0.546
C 2.710 4.397 -1.910
C 2.035 3.415 -2.607
C 1.139 2.567 -1.963
C 0.431 1.510 -2.797
C -0.467 2.146 -3.859
C 1.435 0.533 -3.416
C 0.925 2.712 -0.583
N 0.005 1.812 0.042
C -1.273 2.244 0.179
O -1.720 3.371 0.027
C -2.229 1.104 0.507
C -3.563 1.176 0.871
C -4.259 -0.026 1.007
C -3.646 -1.255 0.763
C -2.313 -1.240 0.390
N -1.691 -0.081 0.301
C -1.455 -2.409 -0.081
O -1.913 -3.540 -0.049
N -0.267 -1.987 -0.577
C 0.409 -2.836 -1.501
C 1.728 -3.264 -1.273
C 2.357 -4.053 -2.230
C 1.714 -4.424 -3.397
C 0.426 -3.979 -3.624
C -0.240 -3.177 -2.704
C -1.636 -2.696 -3.064
C -1.645 -1.917 -4.382
C -2.621 -3.866 -3.126
C 2.523 -2.888 -0.038
C 1.874 -3.362 1.264
C 2.930 -1.410 -0.079
H 2.186 2.712 3.420
H 3.279 2.527 2.044
H 1.717 1.719 2.020
H 2.231 4.704 1.869
H -0.451 3.322 2.240
H -0.261 4.986 1.737
H 0.367 4.468 3.311
H 3.052 5.272 0.009
H 3.398 5.058 -2.421
H 2.196 3.308 -3.673
H -0.228 0.931 -2.144
H 0.123 2.717 -4.578
H -1.187 2.825 -3.400
H -1.014 1.377 -4.409
H 2.129 1.050 -4.081
H 0.925 -0.236 -3.997
H 2.028 0.031 -2.647
H -4.035 2.138 1.013
H -5.304 -0.003 1.287
H -4.176 -2.194 0.834
H 3.372 -4.385 -2.045
H 2.216 -5.047 -4.126
H -0.078 -4.256 -4.542
H -1.980 -2.005 -2.293
H -1.368 -2.553 -5.224
H -0.949 -1.077 -4.354
H -2.645 -1.525 -4.578
H -2.350 -4.550 -3.934
H -3.632 -3.502 -3.324
H -2.625 -4.419 -2.188
H 3.466 -3.437 -0.115
H 0.874 -2.962 1.397
H 2.477 -3.059 2.122
H 1.804 -4.450 1.256
H 2.085 -0.745 -0.319
H 3.650 -1.238 -0.880
H 3.348 -1.070 0.867
O 1.648 -0.408 4.164
C 0.756 -0.164 3.221
O 0.910 -0.534 2.079
C -0.462 0.610 3.686
N -0.218 1.204 5.008
C -1.343 0.856 5.904
C -2.460 0.385 4.977
C -1.679 -0.314 3.868
H -0.664 1.364 2.922
H -0.107 2.206 4.929
H 1.326 0.105 4.944
H -1.615 1.708 6.524
H -1.039 0.044 6.569
H -3.000 1.243 4.568
H -3.176 -0.268 5.473
H -2.241 -0.432 2.946
H -1.358 -1.306 4.196
```

Charge distribution, Löwdin scheme, values in e: atom 1 (Cu): 0.648, atom 2 (C): -0.045, atom 3 (C): -0.351, atom 4 (C): -0.057, atom 5 (C): -0.126, atom 6 (C): -0.038, atom 7 (C): -0.072, atom 8 (C): -0.040, atom 9 (C): -0.130, atom 10 (C): -0.375, atom 11 (C): -0.045, atom 12 (C): -0.042, atom 13 (C): -0.146, atom 14 (N): 0.034, atom 15 (C): -0.483, atom 16 (O): 0.064, atom 17 (C): -0.153, atom 18 (C): 0.026, atom 19 (C): -0.027, atom 20 (C): 0.023, atom 21 (C): -0.156, atom 22 (N): 0.078, atom 23 (C): -0.479, atom 24 (O): 0.072, atom 25 (N): 0.035, atom 26 (C): -0.142, atom 27 (C): -0.139, atom 28 (C): -0.040, atom 29 (C): -0.074, atom 30 (C): -0.040, atom 31 (C): -0.125, atom 32 (C): -0.365, atom 33 (C): -0.054, atom 34 (C): -0.056, atom 35 (C): -0.348, atom 36 (C): -0.051, atom 37 (C): -0.041, atom 38 (H): 0.081, atom 39 (H): 0.091, atom 40 (H): 0.047, atom 41 (H): 0.122, atom 42 (H): 0.043, atom 43 (H): 0.087, atom 44 (H): 0.077, atom 45 (H): 0.109, atom 46 (H): 0.102, atom 47 (H): 0.110, atom 48 (H): 0.099, atom 49 (H): 0.078, atom 50 (H): 0.087, atom 51 (H): 0.069, atom 52 (H): 0.080, atom 53 (H): 0.064, atom 54 (H): 0.070, atom 55 (H): 0.124, atom 56 (H): 0.113, atom 57 (H): 0.126, atom 58 (H): 0.109, atom 59 (H): 0.101, atom 60 (H): 0.109, atom 61 (H): 0.114, atom 62 (H): 0.076, atom 63 (H): 0.049, atom 64 (H): 0.082, atom 65 (H): 0.077, atom 66 (H): 0.080, atom 67 (H): 0.071, atom 68 (H): 0.125, atom 69 (H): 0.052, atom 70 (H): 0.080, atom 71 (H): 0.087, atom 72 (H): 0.023, atom 73 (H): 0.091, atom 74 (H): 0.086, atom 75 (O): 0.146, atom 76 (C): -0.485, atom 77 (O): 0.055, atom 78 (C): -0.233, atom 79 (N): -0.014, atom 80 (C): -0.179, atom 81 (C): -0.158, atom 82 (C): -0.101, atom 83 (H): 0.129, atom 84 (H): 0.114, atom 85 (H): 0.113, atom 86 (H): 0.117, atom 87 (H): 0.114, atom 88 (H): 0.116, atom 89 (H): 0.114, atom 90 (H): 0.087, atom 91 (H): 0.136



Q: Which formula does entry 1 have?
A: C36H46Cl5N2O4SeZr



Q: The highest energy belongs to which entry?
A: C36H46CuN4O4



Q: ΔE to the lowest compared entry with this formula, charge and spin of number 2 (C36H46CuN4O4)?
A: 0.026 eV



Q: Among the records above, which one has the lowest ΔE to the lowest compared entry with this formula, charge and spin?
A: C36H46CuN4O4